# 1
{"formula": "C48H37F7O10V3", "method": "ωB97M-V/def2-TZVPD", "e_homo_ev": -9.320, "largest_force_ev_per_a": 5.977, "total_energy_ev": -166913.2107, "orbital_gap_ha": 0.098, "relative_energy_kcal_mol": 257.2, "charge": 1, "species": ["O", "V", "O", "O", "V", "O", "O", "V", "O", "C", "C", "C", "O", "C", "C", "C", "O", "O", "O", "H", "H", "F", "C", "C", "C", "C", "C", "C", "H", "H", "H", "H", "H", "F", "C", "C", "C", "C", "C", "C", "H", "H", "H", "H", "H", "F", "C", "C", "C", "C", "C", "C", "H", "H", "H", "H", "H", "F", "C", "C", "C", "C", "C", "C", "H", "H", "H", "H", "H", "F", "C", "C", "C", "C", "C", "C", "H", "H", "H", "H", "H", "F", "C", "C", "C", "C", "C", "C", "H", "H", "H", "H", "H", "F", "C", "C", "C", "C", "C", "C", "H", "H", "H", "H", "H"], "xyz": [[7.21911, 2.56837, -0.44486], [5.83756, 2.67283, 0.32358], [6.36943, 2.67484, 1.84695], [-3.29089, 4.87886, 5.21478], [-2.49097, 3.48384, 4.95281], [-3.32641, 2.36585, 5.66157], [1.79817, 2.59231, -6.73558], [2.34873, 2.10288, -5.37431], [3.78182, 1.48045, -5.54442], [-1.16410, 2.05184, -0.36847], [-1.18455, 2.32143, 1.04868], [0.19331, 2.30089, 1.86434], [0.20982, 2.45037, 3.07318], [1.38455, 2.02071, 1.08170], [1.28147, 1.83801, -0.27986], [-0.04098, 1.77478, -0.99981], [-0.11667, 1.66354, -2.32072], [2.43088, 1.68961, -0.83397], [-2.21388, 2.59855, 1.69224], [-2.09777, 2.03422, -0.91101], [2.28619, 1.98645, 1.67523], [-0.24194, -2.78199, 0.02117], [-1.02778, -3.65298, -0.62477], [-1.94979, -3.22466, -1.51270], [-2.58211, -4.15969, -2.29141], [-2.45839, -5.51823, -2.04249], [-1.44732, -5.94087, -1.20972], [-0.71544, -5.01665, -0.50345], [-1.92106, -2.15394, -1.65105], [-3.18981, -3.85812, -3.13175], [-2.99997, -6.24255, -2.63279], [-1.32781, -7.00512, -1.07012], [0.05438, -5.44317, 0.12255], [6.67143, -1.52427, -0.57354], [7.14872, -2.78579, -0.49518], [8.52828, -3.04303, -0.71309], [8.91976, -4.35009, -0.63159], [8.01534, -5.34894, -0.30195], [6.69888, -5.06306, -0.10844], [6.22214, -3.74693, -0.22535], [9.17193, -2.20604, -0.94018], [9.98785, -4.48833, -0.71212], [8.39970, -6.29462, 0.05069], [6.00889, -5.77318, 0.32290], [5.24120, -3.43387, 0.10046], [-10.78661, 2.09626, 3.15588], [-9.92211, 3.14199, 3.17074], [-8.76278, 3.12656, 2.41815], [-7.79308, 4.02935, 2.50828], [-7.86783, 5.00140, 3.51900], [-9.03352, 5.11718, 4.26654], [-10.09054, 4.20548, 4.08889], [-8.69705, 2.28745, 1.74141], [-6.85775, 3.97260, 1.97134], [-7.01369, 5.65072, 3.64232], [-9.07506, 5.90037, 5.00902], [-10.89210, 4.33211, 4.80154], [-2.78765, 0.00965, -6.29361], [-3.86923, -0.69259, -6.36721], [-4.12313, -1.64368, -7.35419], [-5.35381, -2.40611, -7.30889], [-6.15634, -2.14076, -6.26055], [-5.99522, -1.10453, -5.36813], [-4.85073, -0.34612, -5.43909], [-3.40415, -1.84814, -8.13371], [-5.49962, -3.22687, -7.99553], [-7.11934, -2.62941, -6.27662], [-6.89609, -0.88722, -4.81350], [-4.71051, 0.47183, -4.74794], [0.64660, 6.69086, 5.12805], [1.73559, 7.46337, 5.29298], [2.90418, 7.27433, 4.47508], [4.06536, 8.02062, 4.83680], [4.04719, 8.93867, 5.86089], [2.83918, 9.16666, 6.54676], [1.64703, 8.44522, 6.27271], [3.08190, 6.42268, 3.83513], [4.96959, 7.89498, 4.25977], [4.85482, 9.63946, 6.01265], [2.73868, 9.92284, 7.31128], [0.80003, 8.76833, 6.85974], [-1.53172, -5.31987, 5.39483], [-0.36966, -4.66704, 5.25725], [0.84526, -5.28515, 4.88274], [1.90711, -4.47300, 4.50927], [1.80893, -3.07133, 4.30825], [0.58064, -2.53086, 4.70994], [-0.45255, -3.28317, 5.23544], [1.00523, -6.35319, 4.87326], [2.77266, -5.00306, 4.14014], [2.59067, -2.42140, 3.94373], [0.41660, -1.47467, 4.55520], [-1.40969, -2.78335, 5.25707], [5.24418, -3.13681, -7.20404], [4.10106, -2.92147, -6.55646], [3.06823, -2.33848, -7.32281], [1.82063, -2.03747, -6.73467], [1.66664, -2.32117, -5.36459], [2.67530, -2.83398, -4.61264], [3.92936, -3.06324, -5.17042], [3.20944, -1.97317, -8.32930], [0.91907, -1.70055, -7.22464], [0.71337, -2.13104, -4.89393], [2.55206, -2.94763, -3.54573], [4.74308, -3.48891, -4.60202]], "mulliken_charge": [-0.5175, 1.7306, -0.4941, -0.5307, 1.8476, -0.5049, -0.4917, 1.8290, -0.4781, -0.7355, 0.4257, 0.5226, -0.6461, -0.6573, 0.7141, 0.3968, -0.7621, -0.7595, -0.6038, 0.4390, 0.2509, -0.2744, 0.4011, -0.4557, -0.3685, -0.5904, -0.2938, -0.5363, 0.5378, 0.4423, 0.3509, 0.3692, 0.4142, -0.2709, 0.6647, -0.6516, -0.1547, -0.6291, -0.1660, -0.6884, 0.3931, 0.3529, 0.3295, 0.3556, 0.4698, -0.2849, 0.2283, -0.2142, -0.5371, -0.3410, -0.3846, -0.3067, 0.3532, 0.3909, 0.3792, 0.3562, 0.3621, -0.2837, 0.3456, -0.3407, -0.5465, -0.3130, -0.4244, -0.3133, 0.3726, 0.3864, 0.3349, 0.3731, 0.4102, -0.2542, 0.5539, -0.6686, -0.0531, -0.6882, -0.1252, -0.5143, 0.3687, 0.3374, 0.3400, 0.3299, 0.3672, -0.2887, 0.6168, -0.5890, -0.3111, -0.7070, -0.0733, -0.5218, 0.4038, 0.3313, 0.4322, 0.3781, 0.3289, -0.2835, 0.1682, -0.2032, -0.7410, -0.4026, -0.5719, -0.3115, 0.3967, 0.4965, 0.5554, 0.4385, 0.4857]}


# 2
{"formula": "C38H31N8ORu", "method": "ωB97M-V/def2-TZVPD", "e_homo_ev": [-10.113, -10.113], "largest_force_ev_per_a": 5.977, "total_energy_ev": -56446.4687, "orbital_gap_ha": [0.204, 0.204], "charge": 1, "species": ["Ru", "N", "C", "C", "C", "C", "C", "C", "C", "C", "C", "C", "C", "C", "N", "C", "C", "C", "C", "N", "H", "H", "H", "H", "H", "H", "H", "H", "H", "H", "O", "N", "C", "C", "N", "C", "N", "C", "C", "C", "C", "C", "C", "C", "C", "C", "C", "C", "C", "C", "C", "C", "H", "H", "H", "H", "H", "H", "H", "H", "H", "H", "N", "C", "C", "N", "C", "C", "H", "H", "H", "H", "H", "H", "H", "H", "H", "H", "H"], "xyz": [[-0.41032, 0.76747, -0.89792], [6.93848, 7.93727, -1.52392], [6.10828, 7.14917, -1.49482], [5.09358, 6.16167, -1.46922], [4.12388, 6.12207, -2.47172], [3.14318, 5.15247, -2.43832], [3.11718, 4.20677, -1.41232], [4.10008, 4.24127, -0.42092], [5.07818, 5.21377, -0.44512], [2.05518, 3.19257, -1.35052], [2.44018, 1.84427, -1.22042], [3.74098, 1.31387, -1.33372], [3.63808, -0.05563, -1.13632], [2.29478, -0.32273, -0.89772], [1.55958, 0.80277, -0.96992], [0.73058, 3.61737, -1.40322], [0.26578, 4.96127, -1.46092], [-1.10752, 4.90837, -1.47062], [-1.46022, 3.55137, -1.40342], [-0.37582, 2.77607, -1.38142], [4.14588, 6.85007, -3.26722], [2.40358, 5.10287, -3.22372], [4.07598, 3.51307, 0.37818], [5.83048, 5.24967, 0.32818], [4.63298, 1.86567, -1.55162], [4.43008, -0.77713, -1.16252], [1.84448, -1.26933, -0.64122], [0.88598, 5.83557, -1.47402], [-1.79042, 5.73267, -1.51662], [-2.46052, 3.14467, -1.37442], [-2.30732, 0.61397, -1.13722], [-3.50672, 1.05687, -1.02412], [-4.58542, 0.25867, -1.18082], [-5.85332, 0.88647, -1.17082], [-6.88152, 1.38717, -1.18862], [-4.47192, -1.08303, -1.35582], [-4.18872, -2.23243, -1.34582], [-0.34982, -0.00813, 0.91278], [-0.51252, -0.64473, 1.95098], [-0.65022, -1.62393, 2.91828], [-1.96842, -2.03593, 3.29978], [-3.08502, -1.50423, 2.62068], [-4.36282, -1.89583, 2.94588], [-4.57022, -2.83143, 3.95168], [-3.48672, -3.33823, 4.65668], [-2.20142, -2.94043, 4.35098], [0.60018, -2.23253, 3.33258], [0.74458, -3.61393, 3.50408], [1.96998, -4.14713, 3.84998], [3.07008, -3.32153, 4.02318], [2.94718, -1.95293, 3.83078], [1.73048, -1.41263, 3.47328], [-2.91862, -0.78563, 1.83058], [-5.21172, -1.47713, 2.42678], [-5.57132, -3.14893, 4.19498], [-3.65202, -4.04373, 5.45728], [-1.37082, -3.30513, 4.93668], [-0.09212, -4.26793, 3.31068], [2.07228, -5.21413, 3.97268], [4.02358, -3.74653, 4.29218], [3.80388, -1.30893, 3.95878], [1.62568, -0.34883, 3.31688], [-2.39232, -3.76313, -2.56352], [-1.48112, -3.92793, -1.43182], [-1.09992, -2.54313, -0.89352], [-0.55192, -1.64643, -1.92062], [-1.38112, -1.62133, -3.13112], [-1.71662, -3.03093, -3.63372], [-3.68332, -2.93893, -1.95222], [-2.71352, -4.66663, -2.90062], [-0.57222, -4.47443, -1.72292], [-1.98302, -4.49243, -0.64322], [-0.35602, -2.65823, -0.10242], [-1.98012, -2.06833, -0.45502], [0.36058, -2.01523, -2.19202], [-0.83822, -1.07683, -3.90662], [-2.31082, -1.08813, -2.91742], [-0.79292, -3.54513, -3.93542], [-2.36882, -2.96923, -4.50592]], "mulliken_charge": [0.2550, -0.4873, -0.0879, 0.5280, -0.8426, -0.5022, -0.2797, -0.3058, -0.8739, 0.8634, 0.3051, -0.4873, -1.6479, -0.3740, 0.5011, 0.0201, -0.4499, -1.3108, -0.2827, 0.1964, 0.4662, 0.6343, 0.5937, 0.4662, 0.6644, 0.4908, 0.4671, 0.6506, 0.4797, 0.5385, 0.2246, -0.6967, 0.2567, -0.1182, -0.4228, 0.4773, -0.2158, -0.0740, -0.2810, 0.5807, 0.3704, -0.3615, -0.8269, -0.4553, -0.8453, -0.2906, 0.6212, -0.4057, -0.8438, -0.3859, -0.8325, -0.4071, 0.4540, 0.4729, 0.4290, 0.4072, 0.6807, 0.6290, 0.4226, 0.4206, 0.4335, 0.4771, -0.3519, -1.1922, -0.0567, 0.1874, -0.3041, -0.9532, 0.4672, 0.2503, 0.4046, 0.4448, 0.3276, -0.0359, 0.4415, 0.5099, -0.0400, 0.3866, 0.4314]}


# 3
{"formula": "C46H46BN4O15", "method": "ωB97M-V/def2-TZVPD", "e_homo_ev": -10.483, "largest_force_ev_per_a": 11.611, "total_energy_ev": -85780.9696, "orbital_gap_ha": 0.232, "relative_energy_kcal_mol": 96.5, "charge": 1, "species": ["C", "C", "O", "N", "C", "C", "C", "C", "C", "N", "C", "N", "N", "C", "C", "B", "O", "O", "H", "H", "H", "H", "H", "H", "H", "H", "H", "H", "H", "H", "H", "H", "H", "H", "H", "H", "H", "H", "H", "H", "C", "C", "C", "O", "C", "C", "C", "O", "H", "H", "H", "H", "C", "C", "C", "O", "C", "C", "C", "O", "H", "H", "H", "H", "C", "C", "C", "O", "C", "C", "C", "O", "H", "H", "H", "H", "C", "C", "C", "O", "C", "C", "C", "O", "H", "H", "H", "H", "C", "C", "C", "O", "C", "C", "C", "O", "H", "H", "H", "H", "C", "C", "C", "O", "C", "C", "C", "O", "H", "H", "H", "H"], "xyz": [[5.10075, 1.27379, 5.20732], [5.17794, -0.16655, 4.72151], [5.68898, -0.43353, 3.64402], [4.64746, -1.17238, 5.57890], [3.26116, -1.55473, 5.25958], [3.02028, -2.01835, 3.83638], [1.49566, -1.96794, 3.60604], [1.00040, -0.62892, 3.05609], [0.36958, 0.30277, 4.11060], [-0.17004, -0.33388, 5.34163], [-0.07229, 0.74019, 6.27277], [-0.98750, 0.99938, 7.23521], [1.00389, 1.41399, 6.07889], [1.29344, 1.42850, 4.61169], [0.96403, 2.83057, 4.10090], [0.93471, 2.90135, 2.49883], [2.06088, 3.16564, 1.76585], [-0.23924, 2.71258, 1.82029], [5.94806, 1.47675, 5.85045], [5.10208, 1.92297, 4.34798], [4.20545, 1.42791, 5.80226], [4.61029, -0.74023, 6.49637], [3.02580, -2.39803, 5.89403], [2.53683, -0.78691, 5.53497], [3.37883, -3.02392, 3.68102], [3.48495, -1.38303, 3.09404], [1.20344, -2.74183, 2.90996], [1.03777, -2.22112, 4.55666], [1.81248, -0.06626, 2.60324], [0.28860, -0.79758, 2.24907], [-0.48972, 0.74261, 3.61403], [0.52540, -0.96620, 5.75484], [-0.97810, 0.52265, 8.11638], [-1.74163, 1.63713, 7.05622], [1.03747, 2.29714, 6.58156], [2.31869, 1.25206, 4.31296], [1.72388, 3.52162, 4.45412], [-0.01407, 3.15248, 4.43946], [2.81108, 2.74412, 2.19362], [-0.47504, 1.77729, 1.74112], [-2.72758, 0.27372, -2.13626], [-2.54600, 0.47241, -0.83408], [-1.38179, -0.09977, -0.12975], [-1.20171, 0.09020, 1.07230], [-0.41876, -0.90613, -0.91369], [-0.59478, -1.10981, -2.21928], [-1.76607, -0.53030, -2.93169], [-1.92912, -0.71159, -4.11995], [-3.57414, 0.68089, -2.67532], [-3.23184, 1.05828, -0.23626], [0.42730, -1.31216, -0.37300], [0.09478, -1.69329, -2.81616], [0.28298, 4.16175, -1.10973], [1.33059, 4.94263, -0.88239], [2.12925, 5.50962, -1.99849], [3.08774, 6.21900, -1.78493], [1.70633, 5.17178, -3.37688], [0.65327, 4.39791, -3.60809], [-0.13995, 3.82871, -2.48853], [-1.10044, 3.11155, -2.69006], [-0.30834, 3.73843, -0.30724], [1.64505, 5.20058, 0.11978], [2.29787, 5.59727, -4.17758], [0.31892, 4.14664, -4.60185], [-6.68811, 0.00191, -6.51976], [-6.50755, -0.11716, -7.83259], [-5.20896, -0.57226, -8.39515], [-5.04480, -0.67654, -9.58990], [-4.12159, -0.89259, -7.43427], [-4.30391, -0.77476, -6.11901], [-5.59973, -0.31781, -5.56317], [-5.76063, -0.20623, -4.36347], [-7.62456, 0.33425, -6.08996], [-7.28672, 0.11046, -8.54868], [-3.18197, -1.22211, -7.86179], [-3.52764, -0.99811, -5.38899], [-1.71324, 1.06509, -8.21798], [-1.57708, 2.16943, -7.49855], [-0.24958, 2.75722, -7.24265], [-0.13497, 3.75547, -6.57180], [0.93350, 2.07783, -7.82608], [0.80140, 0.97139, -8.54656], [-0.53303, 0.37371, -8.79777], [-0.64927, -0.63980, -9.45246], [-2.67778, 0.61594, -8.41260], [-2.42236, 2.68663, -7.06329], [1.89669, 2.53024, -7.62616], [1.64888, 0.45480, -8.97888], [3.66803, -2.87110, 10.80137], [3.46865, -2.04703, 9.77677], [2.23118, -2.11487, 8.96861], [2.05219, -1.35929, 8.02645], [1.21963, -3.13069, 9.33668], [1.41364, -3.95746, 10.36006], [2.65512, -3.89303, 11.17651], [2.83261, -4.64044, 12.10696], [4.56518, -2.84010, 11.40602], [4.19350, -1.29632, 9.48816], [0.32351, -3.16127, 8.72930], [0.68857, -4.70824, 10.64661], [-3.03078, -3.08035, -5.30211], [-2.99002, -4.39560, -5.10975], [-2.35034, -5.29998, -6.10142], [-2.31510, -6.49654, -5.92372], [-1.75867, -4.67876, -7.31358], [-1.79900, -3.36271, -7.50690], [-2.43737, -2.46399, -6.51500], [-2.47359, -1.25860, -6.68747], [-3.49048, -2.40046, -4.59427], [-3.41530, -4.86881, -4.23368], [-1.29855, -5.35519, -8.02227], [-1.37581, -2.88659, -8.38348]], "mulliken_charge": [-1.1072, 0.6976, -0.5488, -0.2786, -0.5227, -0.9244, -1.5228, 0.0822, 0.0762, -0.3880, -0.3180, -0.3963, 0.2213, 0.6372, -1.3651, 0.6919, -0.3764, -0.5350, 0.3965, 0.3025, 0.2607, 0.3018, 0.3887, 0.1591, 0.4006, 0.4732, 0.4988, 0.4935, 0.4389, -0.3656, 1.0059, 0.3596, 0.2070, 0.2018, 0.4359, -0.1209, 0.3583, 0.3404, 0.2628, 0.1793, -0.3588, -0.4511, 0.7357, -0.7034, -0.3435, -0.6547, -0.0243, -0.3968, 0.5338, 0.4661, 0.4894, 0.4976, -0.2799, -0.2858, 0.2041, -0.5546, -0.5054, -0.4771, 0.3263, -0.5020, 0.4428, 0.4421, 0.4800, 0.7686, -0.5712, -0.5917, 0.1499, -0.5680, -0.9481, 1.3360, 0.0367, -0.6073, 0.4489, 0.4531, 0.9858, -0.7042, -0.2223, -0.2769, 0.3325, -0.6306, -0.4540, -0.5605, 0.4977, -0.6065, 0.3404, 0.4753, 0.4638, 0.4460, -0.4082, -0.3140, 0.4600, -0.4368, -0.3032, -0.4200, 0.2585, -0.5014, 0.4199, 0.3720, 0.4067, 0.4318, -0.3742, -0.8422, 0.1708, -0.5580, -0.4590, -0.4602, 1.2091, 0.0989, 0.7053, 0.4691, 0.4748, 0.4247]}


# 4
{"formula": "C2H2OS2", "method": "ωB97M-V/def2-TZVPD", "e_homo_ev": -9.651, "largest_force_ev_per_a": 3.175, "total_energy_ev": -25823.0736, "orbital_gap_ha": 0.289, "smiles": "O=C(S)C=S", "relative_energy_kcal_mol": 15.4, "species": ["C", "C", "H", "H", "O", "S", "S"], "xyz": [[-0.66810, 0.60029, -0.02545], [0.77353, 0.68498, -0.06771], [-0.36776, -1.62849, 0.26296], [1.05024, 1.75177, -0.02582], [-1.22905, 1.66618, 0.04820], [-1.48315, -0.99731, -0.01676], [2.01548, -0.32546, 0.01278]], "nbo_charge": [0.3280, -0.3933, 0.1373, 0.2249, -0.4877, 0.0229, 0.1678]}